Molecular formula: C4H12N2O
Method: DFT, the ωB97M-V functional and the def2-TZVPD basis

XYZ file:
```
19
Properties=species:S:1:pos:R:3:forces:R:3:mulliken_charge:R:1
O 3.08196 -0.89104 -1.19577 0.2992 -0.0082 -0.1951 -0.612
N 1.37905 -1.82738 1.14181 0.0166 0.1452 -0.3023 -0.576
N -2.56977 1.17686 -1.41719 0.0852 -0.4174 -0.5306 -0.581
C -2.27204 1.25683 -0.00321 -0.0499 -0.2781 0.6539 -0.797
C -0.22029 -0.17244 0.36839 0.1512 0.3687 -0.4085 -0.212
C -0.79756 1.20866 0.39196 0.1546 0.7274 -0.1142 -0.241
C 0.70828 -0.57094 1.22273 -0.1700 -0.1748 0.2460 -0.296
H -0.23515 1.85672 -0.29468 -0.0670 -0.1142 -0.2531 0.182
H -2.49648 0.22732 -1.77182 -0.1105 0.0450 0.2182 0.280
H 2.32167 -1.63774 0.82447 0.1249 -0.2875 -0.2343 0.223
H -2.76298 2.12441 0.41869 0.1133 0.5594 -0.0631 0.324
H -0.52879 -0.78542 -0.48017 0.1313 -0.2073 0.2877 0.177
H -2.76221 0.44333 0.52344 -0.2183 -0.3535 -0.1356 0.381
H 2.46085 -0.19502 -1.43028 -0.0272 -0.0188 -0.0123 0.303
H 1.45638 -2.30838 2.02527 -0.1130 0.1559 0.2547 0.253
H -1.88284 1.69156 -1.95199 -0.0118 0.2901 -0.0107 0.247
H -0.63924 1.72982 1.34307 -0.1064 -0.4397 0.1964 0.335
H 3.71766 -0.93622 -1.92372 -0.2323 0.0601 0.2262 0.307
H 0.99207 0.13407 2.00344 0.0301 -0.0524 0.1769 0.304
```
Positions in Å, forces in eV/Å.

Summary:
- HOMO (eV) = -9.0
- total charge = 0
- relative energy (zero: lowest compared OMol25 entry of this formula, charge and spin) (kcal/mol) = 40.6